Computed, not measured: a 6-piece molecular cluster, C17H34F4I2N6O16PS overall, with ωB97M-V with the def2-TZVPD basis set.

- E_LUMO (eV) = -3.976
- charge = +1
- Kohn-Sham gap (eV) = 8.0
- E_HOMO (eV) = -12.0

Bonds (Å) are listed after each position.
Cartesian coordinates (Å):
1 C -1.550 0.751 4.556  C2 1.538, H28 1.090, H29 1.092, H30 1.086
2 C -1.416 -0.695 4.053  C1 1.538, C3 1.523, H31 1.084, H32 1.085
3 C -0.294 -0.949 3.054  C2 1.523, I4 2.181, C5 1.580, H33 1.086
4 I 1.454 0.135 3.777  C3 2.181
5 C 0.011 -2.447 2.652  C3 1.580, C6 1.540, N7 1.516, C19 1.629
6 C 1.282 -2.969 3.346  C5 1.540, H34 1.086, H35 1.087, H36 1.086
7 N 0.413 -2.491 1.191  C5 1.516, C8 1.462, C15 1.282
8 C 1.242 -1.463 0.564  N7 1.462, C9 1.550, H37 1.087, H38 1.089
9 C 0.507 -0.600 -0.493  C8 1.550, O10 1.399, C11 1.515, H39 1.094
10 O -0.868 -0.513 -0.247  C9 1.399, H40 0.966
11 C 1.164 0.764 -0.544  C9 1.515, F12 1.336, F13 1.330, F14 1.327
12 F 0.953 1.431 0.594  C11 1.336
13 F 0.667 1.508 -1.528  C11 1.330
14 F 2.474 0.645 -0.719  C11 1.327
15 C 0.053 -3.564 0.589  N7 1.282, C16 1.475, C17 1.473
16 C 0.320 -3.900 -0.822  C15 1.475, H41 1.091, H42 1.085, H43 1.093
17 C -0.768 -4.444 1.438  C15 1.473, I18 2.141, C19 1.560, H44 1.091
18 I 0.097 -6.397 1.583  C17 2.141
19 C -1.139 -3.600 2.696  C5 1.629, C17 1.560, P20 1.905, S24 1.832
20 P -2.963 -3.232 2.288  C19 1.905, O21 1.449, O22 1.586, O23 1.569
21 O -3.529 -4.336 1.540  P20 1.449
22 O -2.792 -1.903 1.439  P20 1.586, H45 0.968
23 O -3.786 -2.906 3.583  P20 1.569, H46 0.968
24 S -1.310 -4.539 4.259  C19 1.832, O25 1.415, O26 1.401, F27 1.543
25 O -1.517 -3.590 5.288  S24 1.415
26 O -2.208 -5.583 4.000  S24 1.401
27 F 0.067 -5.176 4.545  S24 1.543
28 H -1.316 1.486 3.785  C1 1.090
29 H -2.593 0.917 4.833  C1 1.092
30 H -0.962 0.929 5.452  C1 1.086
31 H -2.345 -0.890 3.530  C2 1.084
32 H -1.305 -1.347 4.914  C2 1.085
33 H -0.537 -0.407 2.144  C3 1.086
34 H 1.404 -4.029 3.142  C6 1.086
35 H 1.250 -2.826 4.422  C6 1.087
36 H 2.156 -2.481 2.924  C6 1.086
37 H 1.672 -0.834 1.340  C8 1.087
38 H 2.077 -1.954 0.067  C8 1.089
39 H 0.652 -1.049 -1.480  C9 1.094
40 H -1.148 0.406 -0.142  O10 0.966
41 H 0.683 -4.928 -0.866  C16 1.091
42 H 1.059 -3.263 -1.297  C16 1.085
43 H -0.630 -3.864 -1.361  C16 1.093
44 H -1.653 -4.676 0.844  C17 1.091
45 H -3.480 -1.244 1.615  O22 0.968
46 H -3.336 -2.445 4.305  O23 0.968
47 C 1.067 4.740 1.425  N48 1.487, H51 1.082, H52 1.086, H53 1.086
48 N 0.165 5.107 2.549  C47 1.487, O49 1.218, O50 1.209
49 O -0.478 4.212 3.068  N48 1.218
50 O 0.131 6.271 2.874  N48 1.209
51 H 0.975 3.672 1.275  C47 1.082
52 H 0.762 5.286 0.537  C47 1.086
53 H 2.077 5.016 1.715  C47 1.086
54 C 0.087 4.033 -3.381  N55 1.489, H58 1.080, H59 1.086, H60 1.082
55 N -0.148 5.325 -2.681  C54 1.489, O56 1.219, O57 1.210
56 O 0.152 5.393 -1.502  N55 1.219
57 O -0.640 6.226 -3.320  N55 1.210
58 H 0.511 3.348 -2.662  C54 1.080
59 H -0.878 3.690 -3.743  C54 1.086
60 H 0.757 4.217 -4.211  C54 1.082
61 C -2.371 8.855 -3.416  N62 1.489, H65 1.080, H66 1.086, H67 1.086
62 N -3.843 8.905 -3.636  C61 1.489, O63 1.215, O64 1.212
63 O -4.363 7.961 -4.196  N62 1.215
64 O -4.428 9.889 -3.235  N62 1.212
65 H -1.998 7.926 -3.823  C61 1.080
66 H -1.941 9.717 -3.917  C61 1.086
67 H -2.201 8.916 -2.346  C61 1.086
68 C 4.549 -6.433 -2.221  N69 1.489, H72 1.083, H73 1.086, H74 1.086
69 N 3.431 -5.833 -1.442  C68 1.489, O70 1.211, O71 1.220
70 O 2.623 -6.575 -0.928  N69 1.211
71 O 3.395 -4.617 -1.362  N69 1.220
72 H 4.438 -7.510 -2.194  C68 1.083
73 H 4.480 -6.045 -3.232  C68 1.086
74 H 5.474 -6.110 -1.754  C68 1.086
75 C 1.746 0.696 -6.986  N76 1.489, H79 1.083, H80 1.086, H81 1.086
76 N 1.071 1.401 -5.862  C75 1.489, O77 1.215, O78 1.214
77 O 0.281 0.778 -5.181  N76 1.215
78 O 1.361 2.567 -5.694  N76 1.214
79 H 1.388 -0.325 -7.010  C75 1.083
80 H 1.494 1.231 -7.897  C75 1.086
81 H 2.814 0.749 -6.802  C75 1.086